Below is C44H88CuI2O20 as an isolated structure in a non-equilibrium geometry, with properties calculated with ωB97M-V/def2-TZVPD.

Cartesian coordinates (Å):
Cu1 1.03907 4.27743 -0.47587
I1 0.26356 1.94888 -0.97108
I2 1.43690 6.83085 -0.48337
O1 4.61238 2.87740 2.40590
C1 5.53981 2.72906 3.20771
O2 5.38754 2.49095 4.52849
C2 4.05936 2.26032 5.01408
C3 3.94187 1.62468 6.38450
C4 7.01296 2.98874 2.91673
H1 3.52492 1.68532 4.29458
H2 3.55123 3.21253 5.01045
H3 4.30489 0.60829 6.25711
H4 2.88571 1.67031 6.79973
H5 4.59223 2.15706 7.02970
H6 7.21363 2.69809 1.92748
H7 7.63153 2.35897 3.60418
H8 7.18014 4.07067 2.84989
O3 1.93989 -3.27298 1.14217
C5 1.48332 -3.01284 2.23432
O4 0.74384 -1.87944 2.52442
C6 0.43673 -0.88780 1.51848
C7 -0.84750 -1.27835 0.73121
C8 1.54259 -3.95150 3.41608
H9 1.27741 -0.83910 0.81960
H10 0.36851 0.05833 2.11591
H11 -0.64038 -2.27684 0.29176
H12 -1.12040 -0.60342 -0.17867
H13 -1.78946 -1.32989 1.26936
H14 1.22280 -3.46950 4.31792
H15 2.54172 -4.34984 3.56292
H16 0.78637 -4.77683 3.23795
O5 -5.64588 0.00267 0.97770
C9 -6.17554 0.46124 -0.00573
O6 -6.04050 1.71982 -0.48193
C10 -5.01464 2.53052 0.19961
C11 -5.39120 2.96222 1.64015
C12 -7.17012 -0.36142 -0.81949
H17 -4.84954 3.34717 -0.38435
H18 -4.11139 1.88173 0.24754
H19 -5.00941 3.98638 1.82767
H20 -4.89789 2.28258 2.34475
H21 -6.52170 2.87141 1.73666
H22 -6.77659 -0.70727 -1.74540
H23 -8.10253 0.17820 -1.11130
H24 -7.34808 -1.18092 -0.13820
O7 -1.48560 -6.38382 -3.66890
C13 -0.26562 -6.38586 -3.62020
O8 0.52914 -5.29660 -3.49822
C14 -0.15464 -4.02975 -3.34286
C15 0.85424 -2.94094 -3.04732
C16 0.63813 -7.64964 -3.63613
H25 -0.82400 -4.18433 -2.47281
H26 -0.80712 -3.79128 -4.18836
H27 0.33840 -2.03170 -2.80766
H28 1.51462 -2.74816 -3.95665
H29 1.46277 -3.30967 -2.21839
H30 1.60817 -7.20026 -3.78410
H31 0.38403 -8.21491 -4.52112
H32 0.58366 -8.24350 -2.76327
O9 -3.02067 -4.00657 1.72315
C17 -3.04729 -4.45879 0.63432
O10 -2.10005 -5.28584 0.08081
C18 -0.76522 -5.39897 0.82506
C19 0.31002 -6.04829 -0.10869
C20 -4.18914 -4.32407 -0.31132
H33 -0.95483 -5.93575 1.74135
H34 -0.47661 -4.35542 0.98630
H35 0.36126 -5.47755 -0.99122
H36 0.06750 -7.07654 -0.37118
H37 1.24865 -6.02119 0.47698
H38 -4.41322 -3.18641 -0.37259
H39 -5.06833 -4.71314 0.15121
H40 -3.92609 -4.83322 -1.26179
O11 -2.88325 -1.50107 -2.92828
C21 -3.94902 -1.80346 -3.32949
O12 -4.87424 -0.83758 -3.53580
C22 -4.52006 0.53654 -3.27640
C23 -5.57889 1.33415 -3.95222
C24 -4.44070 -3.13617 -3.70706
H41 -3.57579 0.73889 -3.76371
H42 -4.38838 0.80618 -2.17405
H43 -5.58494 1.13718 -5.00227
H44 -5.39760 2.45176 -3.86057
H45 -6.55582 1.19744 -3.54602
H46 -5.43629 -2.99895 -4.13099
H47 -4.60088 -3.64719 -2.76105
H48 -3.77009 -3.65476 -4.34994
O13 0.31823 2.04321 3.79811
C25 -0.82267 1.65090 3.83148
O14 -1.28294 0.91394 4.80285
C26 -0.28011 0.54674 5.81663
C27 -1.09392 0.07439 7.00749
C28 -1.89062 1.90767 2.78702
H49 0.23131 1.51171 6.01983
H50 0.39078 -0.23923 5.44238
H51 -1.71144 0.84139 7.48234
H52 -0.36789 -0.19155 7.84362
H53 -1.70749 -0.69023 6.62363
H54 -2.70924 2.51155 3.05569
H55 -2.30245 1.01903 2.40897
H56 -1.40084 2.51466 2.00610
O15 4.79415 -2.73687 2.87808
C29 4.73691 -1.82578 2.07723
O16 5.10272 -1.88473 0.75290
C30 5.69318 -3.09359 0.35792
C31 7.15000 -3.03686 0.73205
C32 4.49546 -0.37165 2.43089
H57 5.55676 -3.21040 -0.69968
H58 5.31470 -3.94647 0.91021
H59 7.67686 -2.16890 0.19765
H60 7.64559 -3.97211 0.42738
H61 7.25233 -2.84265 1.81611
H62 3.82464 0.11867 1.73325
H63 5.50217 0.07040 2.40247
H64 4.18563 -0.30573 3.50599
C33 -0.85345 4.66343 -3.88455
C34 -1.79279 3.72058 -3.14574
O17 -2.24476 2.70866 -3.67027
C35 -2.28008 4.17589 -1.80435
H65 -0.05910 5.01980 -3.24925
H66 -1.57842 5.45136 -4.09819
H67 -0.42863 4.14384 -4.72838
H68 -2.31251 3.19739 -1.19634
H69 -3.29745 4.41479 -1.90025
H70 -1.86219 5.05244 -1.31425
C36 2.17584 4.80336 2.67807
C37 0.70759 4.52307 2.48988
O18 0.23496 4.41106 1.36423
C38 -0.14575 4.92249 3.69574
H71 2.71614 4.05155 2.17522
H72 2.46349 4.77846 3.70278
H73 2.43332 5.76702 2.20514
H74 -1.20263 4.71672 3.56208
H75 0.00759 5.98403 3.66513
H76 0.37246 4.62074 4.58115
C39 3.70727 3.05410 -3.59963
C40 3.20252 3.40285 -2.23318
O19 2.27147 4.15902 -2.06069
C41 3.78696 2.56768 -1.17316
H77 4.28966 3.80146 -4.14724
H78 2.73358 2.72722 -4.07199
H79 4.41807 2.18374 -3.48157
H80 3.37125 2.60641 -0.15221
H81 4.80454 2.92746 -0.98077
H82 3.73299 1.51757 -1.48064
C42 -0.17613 0.53390 -5.29832
C43 -0.03746 1.64686 -6.33232
O20 0.91369 2.39807 -6.32456
C44 -1.16198 1.84541 -7.35808
H83 -0.73172 1.01902 -4.48444
H84 0.76508 0.16482 -4.98303
H85 -0.78989 -0.20751 -5.78159
H86 -1.25740 0.91387 -7.89709
H87 -1.00570 2.78929 -7.90644
H88 -2.10661 1.92992 -6.77939

Summary:
multiplicity	2
highest occupied orbital energy (alpha / beta)	-8.499 / -8.437	eV
lowest unoccupied orbital energy (alpha / beta)	0.30 / -1.60	eV
maximum force	3.78	eV/Å
gap between HOMO and LUMO (alpha / beta)	8.795 / 6.837	eV
total energy	-148847.79520	eV